Record 1
# C4H6Cl2NO

An isolated ion of composition C4H6Cl2NO and charge -1 at a distorted geometry (ωB97M-V/def2-TZVPD, the Open Molecules 2025 dataset).

Values from the calculation:
**Spin multiplicity**: 3
**Calculated total energy**: -1206.18671 Eh
**Gap between HOMO and LUMO (alpha / beta)**: 4.32 / 6.23 eV
**M**: 155.004 Da
**Charge**: -1

Last column: Löwdin spin population.
Atoms and positions in Å:
C 0.1684 0.1791 -0.0300  0.267
C -2.0458 0.0194 -0.6323  0.792
C 0.1999 -1.0005 0.9235  0.049
C 1.4468 0.9308 -0.2048  0.055
N -0.7869 0.4192 -0.8751  0.162
O -0.6687 1.2522 -1.8096  0.099
Cl -2.3876 0.1666 1.1575  0.154
Cl -2.0552 -1.8026 -1.1952  0.350
H 0.4026 -0.6155 1.9063  0.012
H 1.3845 -1.4354 0.7367  0.030
H -0.6450 -1.7491 0.9550  0.005
H 1.7531 1.4979 0.6256  0.011
H 1.1080 1.8196 -0.8281  0.001
H 2.1258 0.3183 -0.7296  0.013



Record 2
# C5H8O2

One molecule with the formula C5H8O2 (ωB97M-V/def2-TZVPD, the Open Molecules 2025 dataset).

Values from the calculation:
**Calculated total energy**: -345.74901 Eh
**Gap between HOMO and LUMO**: 10.68 eV
**Relative energy (zero: lowest compared OMol25 entry of this formula, charge and spin)**: 146.9 kJ/mol
**SMILES string**: C=C(CO)CC=O
**M**: 100.117 Da

Last column: Löwdin charge in e.
Atoms and positions in Å:
O -1.6272 1.4137 0.8129  0.046
C -1.3074 0.3199 1.2237  -0.239
C -0.3907 -1.4162 -0.8513  0.066
C 0.3525 -0.4882 -0.2495  -0.301
C 1.2186 0.4991 -0.9895  -0.231
O 0.7924 1.8262 -0.7641  -0.055
C 0.1231 -0.1820 1.2229  -0.111
H -0.1333 1.8212 -0.4657  0.061
H -2.0836 -0.4132 1.5209  0.129
H -0.4129 -1.5181 -1.9312  0.071
H -1.0436 -2.0754 -0.2794  0.073
H 2.2529 0.4280 -0.6182  0.127
H 1.2323 0.2414 -2.0610  0.119
H 0.7924 0.6103 1.5719  0.128
H 0.2344 -1.0666 1.8576  0.120



Record 3
# C65H64N8O5Pt

C65H64N8O5Pt as an isolated structure at a distorted geometry (ωB97M-V/def2-TZVPD, the Open Molecules 2025 dataset).

Values from the calculation:
**Calculated total energy**: -3449.07123 Eh
**Gap between HOMO and LUMO**: 5.91 eV
**Relative energy (zero: lowest compared OMol25 entry of this formula, charge and spin)**: 0.0 kJ/mol
**M**: 1232.356 Da

Last column: Löwdin charge in e.
Atoms and positions in Å:
Pt -0.1145 -1.0679 -0.4064  1.222
C -1.5889 4.1825 2.7666  -0.061
C -2.4964 3.9979 3.9769  -0.527
C -1.7365 3.2994 5.1117  -0.032
C -2.9769 5.3739 4.4516  -0.044
C -3.7488 3.1599 3.6865  -0.407
O -4.7179 3.2189 4.4178  0.072
N -3.6893 2.3273 2.5890  0.170
C -4.7610 1.6405 1.9826  -0.149
C -6.0846 1.9170 2.3412  0.000
C -7.1379 1.2605 1.7284  -0.070
C -6.8993 0.3171 0.7417  -0.080
C -5.5924 0.0207 0.4035  -0.043
C -4.5057 0.6528 1.0115  -0.140
C -3.1377 0.1724 0.6230  -0.054
C -2.3364 0.9778 -0.1960  -0.229
C -2.7440 2.2408 -0.7405  0.012
C -1.7617 2.6491 -1.5788  -0.007
C -0.7373 1.6382 -1.5656  -0.247
N -1.1068 0.6519 -0.7015  -0.050
C 0.4542 1.6853 -2.3191  -0.063
C 1.5097 0.8003 -2.1420  -0.213
C 2.7844 0.8366 -2.8195  0.014
C 3.5685 -0.1034 -2.2542  0.020
C 2.7567 -0.8107 -1.2914  -0.225
C 3.1519 -2.0139 -0.6946  -0.064
C 2.2508 -2.9618 -0.2028  -0.207
N 0.9160 -2.7637 -0.0063  -0.056
C 0.3691 -3.9695 0.3497  -0.209
C -0.9494 -4.1733 0.7516  -0.055
C -1.8584 -3.1228 0.9442  -0.237
C -3.0790 -3.2501 1.6994  0.010
C -3.6558 -2.0327 1.7328  0.011
C -2.8183 -1.1415 0.9650  -0.216
N -1.7115 -1.8306 0.5489  -0.052
C -1.4042 -5.5639 1.0737  -0.127
C -0.7388 -6.2984 2.0579  -0.051
C -1.0623 -7.6118 2.3424  -0.082
C -2.0588 -8.2366 1.6095  -0.070
C -2.7570 -7.5299 0.6458  -0.004
C -2.4738 -6.1860 0.3956  -0.153
N -3.2302 -5.4665 -0.5628  0.163
C -4.5830 -5.6021 -0.7884  -0.412
O -5.2604 -6.4886 -0.3014  0.072
C -5.2270 -4.5469 -1.6998  -0.512
C -5.9171 -5.3029 -2.8415  -0.037
C -6.2857 -3.8298 -0.8501  -0.033
C -4.2464 -3.5294 -2.2720  -0.068
C 1.4078 -4.9721 0.3427  0.014
C 2.5657 -4.3455 0.0659  0.018
C 4.6083 -2.3661 -0.6181  -0.132
C 5.1100 -3.4296 -1.3703  -0.051
C 6.3899 -3.9207 -1.1860  -0.080
C 7.1839 -3.3734 -0.1933  -0.072
C 6.7202 -2.3003 0.5462  -0.031
C 5.4687 -1.7320 0.3084  -0.166
N 4.9979 -0.6501 1.0905  0.165
C 5.4923 0.5753 1.5355  -0.386
O 4.7310 1.2400 2.2209  0.062
C 6.9031 1.1172 1.2209  -0.503
C 7.8703 0.6355 2.3185  -0.030
C 6.8236 2.6402 1.3351  -0.058
C 7.4180 0.7894 -0.1898  -0.035
N 1.5263 -0.2443 -1.2465  -0.054
C 0.4476 2.7258 -3.4052  -0.107
C -0.6386 2.6213 -4.2916  -0.037
C -0.8521 3.5095 -5.3265  -0.066
C 0.0247 4.5666 -5.5070  -0.070
C 1.1102 4.6859 -4.6628  -0.023
C 1.3482 3.7855 -3.6191  -0.188
N 2.6065 3.9766 -2.9507  0.132
C 3.0493 4.8363 -1.9559  -0.419
O 4.2209 5.1745 -1.9994  0.065
C 2.1334 5.2696 -0.8164  -0.508
C 1.6576 4.0186 -0.0650  -0.011
C 2.9589 6.1290 0.1442  -0.051
C 0.9437 6.0843 -1.3429  -0.025
H -0.8258 4.9230 3.0117  0.088
H -2.1450 4.5526 1.9010  0.091
H -1.0655 3.2627 2.4816  0.084
H -0.8763 3.9033 5.4128  0.090
H -1.3717 2.3159 4.7998  0.090
H -2.3890 3.1680 5.9772  0.092
H -2.1223 5.9709 4.7804  0.088
H -3.6772 5.2696 5.2783  0.084
H -3.4822 5.9084 3.6416  0.093
H -2.7967 2.2218 2.1430  0.107
H -6.2732 2.6415 3.1159  0.100
H -8.1528 1.4919 2.0300  0.107
H -7.7205 -0.1884 0.2467  0.104
H -5.3914 -0.7104 -0.3726  0.114
H -3.6858 2.7319 -0.5326  0.124
H -1.7371 3.5674 -2.1466  0.117
H 3.0302 1.4731 -3.6528  0.110
H 4.5840 -0.3724 -2.5097  0.119
H -3.4208 -4.1629 2.1681  0.129
H -4.5610 -1.7438 2.2433  0.123
H 0.0281 -5.8022 2.6408  0.123
H -0.5403 -8.1424 3.1301  0.104
H -2.3074 -9.2743 1.7957  0.106
H -3.5393 -8.0107 0.0834  0.109
H -2.8058 -4.6251 -0.9082  0.104
H -6.5767 -6.0714 -2.4389  0.086
H -5.1789 -5.7852 -3.4892  0.092
H -6.5083 -4.6102 -3.4464  0.088
H -6.9842 -4.5539 -0.4292  0.089
H -6.8440 -3.1203 -1.4692  0.089
H -5.8186 -3.2819 -0.0264  0.073
H -3.4889 -4.0027 -2.9012  0.090
H -3.7450 -2.9495 -1.4878  0.063
H -4.7921 -2.8191 -2.8973  0.098
H 1.2718 -6.0252 0.5267  0.114
H 3.5452 -4.7920 0.0312  0.112
H 4.4731 -3.8585 -2.1343  0.127
H 6.7539 -4.7417 -1.7933  0.106
H 8.1610 -3.7898 0.0230  0.108
H 7.3265 -1.9074 1.3470  0.092
H 4.0134 -0.6979 1.3033  0.142
H 7.5512 1.0238 3.2879  0.094
H 8.8737 1.0131 2.1064  0.092
H 7.9292 -0.4483 2.4022  0.059
H 6.4529 2.9374 2.3146  0.084
H 6.1607 3.0646 0.5843  0.089
H 7.8218 3.0642 1.1924  0.090
H 7.8189 -0.2130 -0.2882  0.063
H 8.2181 1.4903 -0.4369  0.087
H 6.6245 0.9189 -0.9324  0.088
H -1.3205 1.7911 -4.1598  0.126
H -1.6949 3.3754 -5.9938  0.109
H -0.1235 5.2817 -6.3078  0.108
H 1.8197 5.4940 -4.8020  0.124
H 3.3807 3.8270 -3.5793  0.139
H 2.4600 3.2800 0.0236  0.100
H 0.7992 3.5586 -0.5506  0.062
H 1.3676 4.3048 0.9424  0.081
H 3.7234 5.5182 0.6290  0.089
H 2.3019 6.5467 0.9127  0.087
H 3.4594 6.9431 -0.3797  0.087
H 0.3215 5.5043 -2.0256  0.064
H 1.2850 6.9840 -1.8636  0.095
H 0.3183 6.3945 -0.5009  0.089
O -1.9096 -1.7709 -2.6975  -0.002
C -0.8001 -1.8794 -2.4504  -0.106



Record 4
# C8H19INO

A 2-piece molecular cluster, C8H19INO overall at a distorted geometry (ωB97M-V/def2-TZVPD, the Open Molecules 2025 dataset).

Values from the calculation:
**Calculated total energy**: -743.49023 Eh
**Gap between HOMO and LUMO**: 6.78 eV
**Relative energy (zero: lowest compared OMol25 entry of this formula, charge and spin)**: 205.8 kJ/mol
**M**: 272.150 Da
**Charge**: +1

Last column: Löwdin charge in e.
Atoms and positions in Å:
C -1.9668 0.8031 -1.5282  -0.055
C -0.0559 0.4878 2.4773  -0.098
C 0.5214 -2.7713 -0.5271  -0.065
C -1.2199 -0.4889 -1.1419  -0.208
C -0.9913 0.4496 1.2770  -0.193
C 0.0557 -1.8272 0.6287  -0.208
C -0.6668 -0.6544 0.2304  -0.097
C 1.6046 0.8293 -0.8382  -0.593
N 2.1377 2.2181 -0.9131  0.117
O 1.6951 0.5763 -2.1608  -0.146
I 3.4982 -0.2899 0.1808  0.569
H -1.2376 1.6057 -1.8195  0.096
H -2.7202 0.5039 -2.2937  0.109
H -2.4283 1.1795 -0.6617  0.041
H -0.2473 -0.4074 3.2226  0.124
H -0.1486 1.3732 3.1405  0.083
H 1.0572 0.4126 2.1837  0.060
H -0.4425 -3.3015 -0.8620  0.120
H 1.1855 -3.4724 -0.1521  0.056
H 0.9798 -2.1700 -1.3209  0.055
H -0.5028 -0.8855 -1.9198  0.116
H -1.9915 -1.2496 -1.1303  0.147
H -1.1055 1.3991 0.6666  0.117
H -2.0403 0.2744 1.4828  0.135
H 0.9818 -1.3759 0.9889  0.040
H -0.3767 -2.5268 1.3751  0.172
H 3.0978 2.1996 -0.9318  0.045
H 1.8077 2.6504 0.0195  0.202
H 1.7612 2.5025 -1.7720  0.127
H 1.0358 -0.2128 -2.3636  0.131



Record 5
# C2H2OP2

One molecule with the formula C2H2OP2 at a distorted geometry (ωB97M-V/def2-TZVPD, the Open Molecules 2025 dataset).

Values from the calculation:
**Calculated total energy**: -835.17534 Eh
**Gap between HOMO and LUMO (alpha / beta)**: 6.67 / 7.20 eV
**Relative energy (zero: lowest compared OMol25 entry of this formula, charge and spin)**: 376.8 kJ/mol
**SMILES string**: C#P=CP=O
**M**: 103.985 Da

Last column: Löwdin charge in e.
Atoms and positions in Å:
C 1.4655 1.0876 -0.2664  -0.208
C -0.4820 -1.2172 0.0138  -0.642
O -1.9404 1.0787 0.3265  -0.554
P 0.8520 -0.1936 0.4740  0.823
P -2.1345 -0.3390 0.0189  0.710
H 2.3340 1.7091 -0.3061  -0.053
H -0.0946 -2.1256 -0.2607  -0.077



Record 6
# C24H32AsN2PtS

C24H32AsN2PtS as an isolated structure at a distorted geometry (ωB97M-V/def2-TZVPD, the Open Molecules 2025 dataset).

Values from the calculation:
**Calculated total energy**: -3796.33850 Eh
**Gap between HOMO and LUMO (alpha / beta)**: 7.25 / 7.25 eV
**M**: 650.601 Da
**Charge**: +1

Last column: Löwdin charge in e.
Atoms and positions in Å:
Pt -0.9688 -1.7550 1.2226  0.963
C 2.4531 4.3956 -0.5754  -0.036
C 1.2656 3.5671 -1.0881  -0.551
C 0.4197 4.4275 -2.0380  -0.032
C 1.8411 2.4052 -1.8967  -0.050
C 0.3979 3.1289 0.0812  -0.151
C -0.1131 4.1289 0.9340  -0.016
C -0.8882 3.8211 2.0306  -0.066
C -1.1754 2.4923 2.2912  -0.456
S -2.1014 1.8778 3.6135  1.177
C -1.8466 0.2612 2.9706  -0.481
N -1.1077 0.1984 1.8134  -0.104
C -0.7150 1.4494 1.4410  -0.280
C 0.0765 1.8082 0.3424  0.026
C -2.3226 -0.8901 3.5782  -0.281
C -3.0553 -0.8918 4.7913  -0.033
C -3.4614 -2.0754 5.3320  -0.066
C -3.1650 -3.2878 4.6902  -0.045
C -2.4373 -3.3020 3.5022  -0.115
C -2.0110 -2.1251 2.9222  -0.242
H 3.0483 4.7310 -1.4229  0.090
H 3.0821 3.7997 0.0835  0.094
H 2.1346 5.2808 -0.0334  0.078
H 1.0116 4.6921 -2.9109  0.090
H 0.1020 5.3476 -1.5584  0.082
H -0.4593 3.8806 -2.3729  0.092
H 2.4837 2.8104 -2.6744  0.097
H 1.0557 1.8382 -2.3825  0.061
H 2.4454 1.7480 -1.2760  0.078
H 0.1053 5.1649 0.7345  0.113
H -1.2692 4.5927 2.6836  0.118
H 0.4407 1.0098 -0.2844  0.040
H -3.2686 0.0518 5.2673  0.096
H -4.0069 -2.0878 6.2632  0.112
H -3.5058 -4.2175 5.1202  0.110
H -2.2195 -4.2598 3.0501  0.078
N -0.7870 -4.7821 0.7493  0.211
C -0.8867 -3.6279 0.9216  -0.342
H -0.8600 -5.7557 0.5582  0.119
C -0.4370 -4.0320 -2.5676  -0.158
C 0.7327 -3.2954 -1.9285  -0.416
As 0.2848 -1.6323 -0.9652  1.143
C -0.5121 -0.5312 -2.4234  -0.390
C 0.2380 -0.4900 -3.7481  -0.151
C 2.1143 -1.1702 -0.3331  -0.407
C 3.2534 -1.2374 -1.3390  -0.154
H -0.0725 -4.9321 -3.0578  0.081
H -0.9293 -3.4163 -3.3179  0.064
H -1.1793 -4.3242 -1.8280  0.046
H 1.4411 -3.0056 -2.7120  0.066
H 1.2592 -3.9618 -1.2350  0.072
H -0.7047 0.4723 -2.0350  0.043
H -1.4966 -0.9903 -2.5787  0.070
H 1.2759 -0.1926 -3.6081  0.056
H -0.2474 0.2189 -4.4178  0.084
H 0.2161 -1.4618 -4.2355  0.063
H 2.2693 -1.9185 0.4582  0.066
H 2.1051 -0.1941 0.1563  0.046
H 3.3415 -2.2289 -1.7797  0.061
H 4.1957 -1.0175 -0.8396  0.081
H 3.1204 -0.5105 -2.1385  0.056